DFT (ωB97M-V/def2-TZVPD) results for a molecular structure, C29H45HfN2S5SbSi2.

CARTESIAN COORDINATES (ANGSTROEM)
Hf  0.249  0.709  -0.778
C  3.986  -0.441  -2.539
C  4.223  0.555  -1.450
C  5.511  1.160  -1.449
C  5.879  1.956  -0.426
C  4.972  2.178  0.636
C  5.365  2.913  1.774
C  4.486  3.079  2.804
C  3.191  2.554  2.704
C  2.755  1.860  1.592
S  1.083  1.373  1.601
C  3.675  1.624  0.522
N  3.315  0.819  -0.537
H  4.915  -0.982  -2.738
H  3.690  0.083  -3.447
H  3.198  -1.138  -2.282
H  6.175  0.957  -2.278
H  6.861  2.415  -0.388
H  6.367  3.325  1.811
H  4.772  3.629  3.693
H  2.483  2.718  3.507
S  3.542  3.187  -3.859
Sb  1.340  2.839  -3.395
S  0.932  0.449  -3.190
S  0.897  3.132  -1.068
S  -0.156  3.864  -4.762
C  -0.663  -4.283  -1.872
Si  -1.073  -2.680  -0.921
C  -2.309  -1.882  -2.084
C  -2.029  -3.153  0.631
C  0.454  -1.669  -0.553
Si  1.571  -2.542  0.674
C  3.417  -2.286  0.382
C  1.466  -4.444  0.695
C  1.264  -2.144  2.479
H  -1.466  -4.476  -2.590
H  -0.560  -5.166  -1.241
H  0.265  -4.173  -2.439
H  -3.146  -2.579  -2.206
H  -1.861  -1.713  -3.067
H  -2.689  -0.931  -1.717
H  -2.819  -3.865  0.369
H  -2.497  -2.271  1.077
H  -1.396  -3.617  1.392
H  0.992  -1.761  -1.519
H  3.669  -2.265  -0.676
H  3.948  -3.129  0.836
H  3.787  -1.365  0.833
H  1.821  -4.896  -0.234
H  0.472  -4.839  0.907
H  2.131  -4.771  1.503
H  1.119  -1.081  2.655
H  2.137  -2.471  3.053
H  0.397  -2.691  2.858
C  -1.409  -0.587  3.895
C  -2.291  0.067  2.871
C  -3.586  0.451  3.223
C  -4.364  1.102  2.285
C  -5.751  1.580  2.642
C  -3.888  1.342  1.002
C  -2.609  0.928  0.567
C  -1.849  0.308  1.586
N  -2.032  1.083  -0.684
C  -2.835  1.787  -1.761
C  -4.336  1.402  -1.913
C  -2.782  3.299  -1.523
C  -2.281  1.444  -3.150
H  -1.780  -0.385  4.902
H  -0.383  -0.229  3.820
H  -1.390  -1.670  3.757
H  -3.953  0.281  4.230
H  -5.965  1.410  3.699
H  -6.512  1.057  2.057
H  -5.865  2.647  2.441
H  -4.548  1.893  0.368
H  -0.817  0.064  1.354
H  -5.019  1.974  -1.294
H  -4.511  0.333  -1.767
H  -4.606  1.647  -2.943
H  -3.173  3.532  -0.528
H  -3.390  3.817  -2.271
H  -1.765  3.679  -1.595
H  -2.848  0.630  -3.606
H  -1.251  1.127  -3.138
H  -2.321  2.316  -3.803

Values from the calculation:
Energy relative to the best compared isomer or geometry (same formula, charge and spin) = 11.19 kcal per mole
E_HOMO = -2.28 eV
Frontier orbital gap = 6.598 eV
Total energy = -111569.0682 eV
Charge = -2

Results of the Löwdin charge analysis, in e, for atoms 1 through 2:
1 Hf 0.996
2 C -0.104

***

DFT (ωB97M-V/def2-TZVPD) results for a molecular structure, C29H46EuP2S.

CARTESIAN COORDINATES (ANGSTROEM)
Eu  -1.495  -0.591  0.740
C  -2.712  -2.235  1.777
C  -1.774  -1.615  2.683
C  -3.265  0.011  1.983
C  -3.596  -1.236  1.298
C  -2.158  -0.224  2.838
C  -2.788  -3.698  1.475
H  -1.810  -4.180  1.547
H  -3.191  -3.884  0.476
H  -3.453  -4.189  2.198
C  -4.747  -1.414  0.360
H  -4.674  -2.360  -0.183
H  -4.764  -0.600  -0.371
H  -5.698  -1.410  0.909
C  -4.062  1.272  1.897
H  -4.942  1.189  2.550
H  -4.395  1.454  0.874
H  -3.478  2.136  2.221
C  -1.590  0.741  3.833
H  -2.131  0.668  4.785
H  -1.673  1.771  3.479
H  -0.537  0.536  4.042
C  -0.797  -2.338  3.559
H  -1.260  -2.572  4.527
H  0.093  -1.736  3.757
H  -0.475  -3.281  3.110
C  -0.630  -1.256  -1.196
C  -0.445  -2.266  -0.241
C  0.882  -2.576  0.422
C  1.573  -1.301  0.931
C  0.558  -0.245  1.361
C  0.145  0.825  0.532
C  0.602  0.975  -0.902
C  0.465  -0.337  -1.713
H  1.532  -3.127  -0.277
H  2.227  -0.884  0.158
H  0.700  -3.251  1.265
H  1.417  -0.881  -1.726
H  -1.496  -1.353  -1.843
H  -1.136  -3.104  -0.286
H  0.238  -0.085  -2.753
H  -0.015  1.744  -1.369
H  -0.162  1.751  1.015
H  1.645  1.329  -0.931
H  2.221  -1.545  1.781
H  0.535  -0.060  2.431
P  4.876  -0.319  -1.306
C  4.692  -0.599  -3.132
C  6.248  -1.514  -0.956
P  5.564  2.311  0.151
C  5.869  1.258  -1.355
C  7.183  2.048  1.020
C  5.888  3.978  -0.591
H  4.010  0.149  -3.551
H  4.254  -1.588  -3.304
H  5.653  -0.539  -3.657
H  7.074  -1.411  -1.670
H  5.861  -2.537  -1.003
H  6.628  -1.335  0.054
H  6.860  4.019  -1.098
H  5.864  4.738  0.196
H  5.101  4.206  -1.315
H  5.597  1.811  -2.264
H  6.942  1.026  -1.404
H  7.249  2.728  1.876
H  8.039  2.224  0.358
H  7.231  1.023  1.402
S  -2.706  1.384  -1.017
C  -4.365  1.527  -1.881
C  -4.305  1.903  -3.237
C  -5.465  2.168  -3.982
C  -6.726  2.061  -3.395
C  -6.829  1.695  -2.061
C  -5.684  1.438  -1.310
H  -3.345  2.022  -3.717
H  -5.392  2.471  -5.016
H  -7.620  2.275  -3.960
H  -7.807  1.619  -1.597
H  -5.923  1.192  -0.300

Values from the calculation:
E_HOMO (alpha / beta) = -9.40 / -10.26 eV
Frontier orbital gap (alpha / beta) = 5.493 / 4.397 eV
Total energy = -79543.8023 eV
Charge = +1
Spin multiplicity = 7

Results of the Löwdin charge analysis, in e, for atoms 1 through 2:
1 Eu 1.605
2 C -0.326

***

DFT (ωB97M-V/def2-TZVPD) results for a molecular structure, C29H46F6HfN6O4PS2.

CARTESIAN COORDINATES (ANGSTROEM)
Hf  0.260  -0.059  -0.049
F  4.083  -2.041  1.859
C  3.158  -2.166  2.786
F  2.776  -3.403  2.924
F  3.518  -1.622  3.913
S  1.672  -1.178  2.140
O  1.233  -1.794  0.823
O  1.997  0.208  1.772
N  0.606  -1.338  3.252
S  -0.786  -0.614  3.037
O  -1.319  0.016  4.172
O  -0.692  0.260  1.775
C  -1.916  -1.927  2.366
F  -3.127  -1.431  2.265
F  -1.456  -2.199  1.124
F  -1.869  -2.995  3.110
N  -3.043  1.152  -4.342
C  -2.911  1.117  -3.009
C  -1.722  0.683  -2.381
N  -1.644  0.634  -1.045
C  -2.712  1.029  -0.317
C  -3.860  1.460  -0.966
N  -3.967  1.499  -2.280
H  -2.321  0.845  -4.969
H  -3.926  1.447  -4.733
H  -0.874  0.345  -2.954
H  -2.642  1.011  0.759
H  -4.723  1.774  -0.392
C  1.088  3.996  -4.769
C  -0.160  3.817  -3.917
C  0.210  3.632  -2.438
C  1.552  2.880  -2.295
C  1.782  1.919  -3.468
C  1.933  2.714  -4.777
P  1.785  2.094  -0.669
C  1.344  3.222  0.707
C  2.092  4.576  0.631
C  1.454  5.596  1.596
C  0.831  4.896  2.797
C  -0.347  4.011  2.360
C  -0.149  3.475  0.934
C  3.568  1.692  -0.431
C  3.962  0.290  -0.918
C  5.471  0.102  -0.789
C  6.219  1.037  -1.757
C  5.367  2.242  -2.163
C  4.554  2.766  -0.985
H  1.672  4.831  -4.372
H  0.829  4.278  -5.788
H  -0.725  2.951  -4.275
H  -0.831  4.670  -4.014
H  -0.596  3.111  -1.914
H  0.300  4.604  -1.953
H  2.357  3.622  -2.326
H  0.927  1.241  -3.540
H  2.663  1.291  -3.317
H  1.647  2.074  -5.613
H  2.985  2.960  -4.929
H  1.714  2.675  1.585
H  2.061  4.969  -0.388
H  3.141  4.424  0.883
H  0.692  6.177  1.072
H  2.213  6.310  1.912
H  0.492  5.623  3.533
H  1.594  4.297  3.303
H  -1.277  4.580  2.393
H  -0.469  3.180  3.059
H  -0.511  4.194  0.196
H  -0.768  2.581  0.782
H  3.648  1.681  0.661
H  3.687  0.161  -1.973
H  3.433  -0.474  -0.334
H  5.742  -0.938  -0.974
H  5.751  0.311  0.247
H  6.527  0.487  -2.646
H  7.138  1.383  -1.284
H  4.700  1.984  -2.992
H  6.006  3.040  -2.542
H  4.046  3.690  -1.253
H  5.233  3.040  -0.175
C  2.887  -3.652  -3.199
C  1.638  -3.039  -2.677
C  0.335  -3.525  -2.617
C  -0.443  -2.528  -2.063
N  0.341  -1.449  -1.750
N  1.605  -1.811  -2.152
C  -1.922  -2.577  -1.879
H  2.661  -4.280  -4.057
H  3.334  -4.281  -2.428
H  3.613  -2.899  -3.498
H  -0.007  -4.483  -2.968
H  2.360  -1.138  -2.161
H  -2.391  -2.651  -2.861
H  -2.339  -1.709  -1.373
H  -2.199  -3.469  -1.319

Values from the calculation:
E_HOMO = -17.12 eV
Frontier orbital gap = 7.359 eV
Total energy = -96498.0705 eV
Charge = +3

Results of the Löwdin charge analysis, in e, for atoms 1 through 2:
1 Hf 1.740
2 F 0.202